# 1
Here is 3 unconnected molecules or ions with the total composition C7H17NO2 at a distorted geometry from the Open Molecules 2025 dataset. Energies are from ωB97M-V/def2-TZVPD.

Results
- SMILES string: C=CCC(=C)CCN.O.O
- Frontier orbital gap: 0.355 hartree
- E_tot: -13117.941 eV
- Relative energy (zero: lowest compared OMol25 entry of this formula, charge and spin): 64.6 kcal per mole
- Max |F|: 0.03722 hartree/bohr
- Molecular weight: 147.22 g mol⁻¹

```
! wB97M-V def2-TZVPD RIJCOSX def2/J DEFGRID3
* xyz 0 1
C -1.5518 1.4656 -2.1559
C -1.9009 1.8923 -0.9593
C -1.4326 1.3248 0.3728
C 0.0560 1.1027 0.5376
C 0.9732 1.3242 -0.3794
C 0.4121 0.7300 1.9804
C 1.6773 -0.1130 2.0511
N 1.6489 -1.2892 1.1355
H -0.9483 0.5717 -2.2377
H -2.0109 1.7168 -3.1000
H -2.5720 2.7354 -0.8383
H -2.0105 0.4017 0.4639
H -1.6964 2.0308 1.1480
H 2.0229 1.1749 -0.1690
H 0.8656 1.6528 -1.4021
H 0.5207 1.6908 2.4774
H -0.3646 0.1695 2.4702
H 2.5808 0.3977 1.7213
H 1.9055 -0.5643 3.0112
H 1.0605 -1.1724 0.3275
H 1.3329 -2.1122 1.6242
O -0.3484 -3.5243 0.3134
H -1.0697 -3.3382 -0.2891
H 0.3999 -3.8606 -0.1897
O 0.0242 -1.7476 -2.8517
H -0.3063 -0.8490 -2.8566
H 0.7319 -1.8110 -2.2055
*
```

# 2
Here is a molecular structure, C9H7F6N5O4PtS3 from the Open Molecules 2025 dataset. Energies are from ωB97M-V/def2-TZVPD.

Results
- Frontier orbital gap: 0.269 hartree
- E_tot: -77144.432 eV
- Relative energy (zero: lowest compared OMol25 entry of this formula, charge and spin): 0.9 kcal per mole
- Max |F|: 0.00433 hartree/bohr
- Molecular weight: 654.45 g mol⁻¹

```
! wB97M-V def2-TZVPD RIJCOSX def2/J DEFGRID3
* xyz 0 1
Pt -0.1387 -0.7386 0.6550
N -2.9915 -3.8965 1.0402
C -2.2439 -2.7849 0.9829
S -0.6022 -2.9585 0.4187
N -2.8194 -1.6630 1.3644
N -1.9793 -0.6056 1.2695
C -2.3936 0.5786 1.5589
C -1.4347 1.6693 1.4117
C -1.7414 2.9969 1.6365
C -0.7512 3.9517 1.4455
C 0.5081 3.5522 1.0399
C 0.7484 2.2028 0.8281
N -0.1978 1.2929 1.0140
H -2.6301 -4.7633 0.6880
H -3.9630 -3.8231 1.2865
H -3.4148 0.7286 1.8829
H -2.7394 3.2735 1.9461
H -0.9682 4.9987 1.6076
H 1.3010 4.2657 0.8722
H 1.7088 1.8343 0.4953
F 3.0488 -2.7999 -2.7877
C 3.0166 -2.4262 -1.5191
F 2.2658 -3.2822 -0.8308
F 4.2499 -2.4411 -1.0256
S 2.3426 -0.7028 -1.3502
O 1.8506 -0.6936 0.0567
O 3.4234 0.2090 -1.5441
N 1.2022 -0.7494 -2.3765
S 0.5046 0.5248 -3.0288
O 1.0507 0.8878 -4.2944
O 0.2321 1.5566 -2.0627
C -1.1227 -0.2693 -3.3703
F -1.6950 -0.6787 -2.2389
F -1.9175 0.6334 -3.9462
F -0.9878 -1.3080 -4.1861
*
```

# 3
Here is 3 unconnected molecules or ions with the total composition C4H10O2 at a distorted geometry from the Open Molecules 2025 dataset. Energies are from ωB97M-V/def2-TZVPD.

Results
- SMILES string: C=CC=C.O.O
- Frontier orbital gap: 0.338 hartree
- E_tot: -8402.597 eV
- Relative energy (zero: lowest compared OMol25 entry of this formula, charge and spin): 68.0 kcal per mole
- Max |F|: 0.04089 hartree/bohr
- Molecular weight: 90.12 g mol⁻¹

```
! wB97M-V def2-TZVPD RIJCOSX def2/J DEFGRID3
* xyz 0 1
C -1.6804 0.7943 -0.1215
C -2.0148 -0.0445 -1.1299
C -1.9074 -1.4804 -0.9333
C -2.7075 -2.3796 -1.4973
H -0.7744 0.6000 0.4436
H -1.9655 1.8410 -0.1937
H -2.3414 0.3325 -2.0962
H -1.1749 -1.7533 -0.1743
H -3.0901 -3.2739 -1.0032
H -3.3262 -2.1879 -2.3666
O 4.0136 -0.4346 0.7802
H 4.9394 -0.3256 0.5315
H 3.6926 0.2297 1.3888
O 2.8610 2.4739 2.3625
H 2.2568 2.2466 1.6573
H 3.2193 3.3616 2.3521
*
```

Number 1: E_HOMO -0.3306 hartree. Number 2: E_HOMO -0.3190 hartree. Number 3: E_HOMO -0.3179 hartree.